Entry 1:
Here is a molecular structure, C21H24GeHgN5O8Se from the OMol25 dataset. Energies are from ωB97M-V/def2-TZVPD.

## Properties
charge	-2
2S+1	2
largest force on an atom	0.0085	hartree/bohr
gap between HOMO and LUMO (spin up / spin down)	0.185 / 0.255	Ha
molecular weight	826.61	g/mol

Each line ends with the Mulliken spin population.
Element x y z (Å)
Hg1 -0.6760 0.1103 0.5354  0.01
O1 0.3272 -0.5028 -2.9659  0.01
C1 -0.9229 -1.0830 -3.1895  0.00
C2 -1.0175 -2.4688 -2.5910  0.00
C3 -1.6159 -3.5141 -3.2929  0.00
C4 -1.7278 -4.7561 -2.6951  0.00
C5 -1.2387 -4.9236 -1.4087  0.00
C6 -0.6655 -3.8248 -0.7854  0.00
N1 -0.5510 -2.6313 -1.3535  0.00
H1 0.1616 0.3483 -2.5070  0.01
H2 -1.1294 -1.1510 -4.2665  0.00
H3 -1.7215 -0.4797 -2.7404  0.00
H4 -1.9823 -3.3413 -4.2973  0.00
H5 -2.1895 -5.5827 -3.2228  0.00
H6 -1.3063 -5.8727 -0.8933  0.00
H7 -0.2907 -3.8986 0.2310  0.00
C7 2.5902 1.2612 2.9316  0.00
Ge1 1.2098 -0.0565 3.3655  0.00
C8 -0.3475 0.7259 4.2532  0.00
C9 2.0109 -1.3240 4.6654  0.00
C10 0.6628 -1.0207 1.7757  0.00
H8 2.6895 2.0245 3.7050  0.00
H9 2.3299 1.7553 1.9970  0.00
H10 3.5482 0.7497 2.8137  0.00
H11 -0.0694 1.2889 5.1451  0.00
H12 -1.0290 -0.0793 4.5388  0.00
H13 -0.8537 1.4090 3.5714  0.00
H14 2.2964 -0.8229 5.5930  0.00
H15 2.9021 -1.7881 4.2372  0.00
H16 1.2972 -2.1142 4.9076  0.00
H17 0.1141 -1.9295 2.0341  0.00
H18 1.5238 -1.3042 1.1667  0.00
O2 2.4871 7.9389 -0.1388  0.01
N2 2.0474 7.0764 -0.8968  0.00
O3 2.0455 7.2118 -2.1145  -0.01
C11 1.5131 5.8627 -0.3373  -0.05
C12 1.5189 5.7044 1.0272  0.09
C13 0.9794 4.5437 1.5584  0.00
C14 0.4610 3.4429 0.7775  0.03
O4 0.1078 2.3804 1.3113  0.00
C15 0.4884 3.6898 -0.6781  -0.12
C16 1.0023 4.8713 -1.1906  0.26
N3 0.0202 2.7725 -1.6178  0.30
O5 0.0613 3.0777 -2.8429  0.28
O6 -0.4466 1.5770 -1.3229  0.09
N4 0.9892 4.4538 3.0034  0.00
O7 0.1482 3.7797 3.5714  0.01
O8 1.8489 5.0918 3.6137  0.01
H19 1.9196 6.4631 1.6790  0.01
H20 1.0112 5.0090 -2.2577  0.06
Se1 -3.1407 -0.6722 -0.0801  0.00
C17 -4.2193 0.6894 0.6787  0.00
C18 -5.6019 0.7042 0.4714  0.00
C19 -6.3793 1.6813 1.0651  0.00
N5 -5.9063 2.6566 1.8414  0.00
C20 -4.5831 2.6523 2.0241  0.00
C21 -3.7190 1.7168 1.4840  0.00
H21 -6.0649 -0.0482 -0.1550  0.00
H22 -7.4542 1.6809 0.9025  0.00
H23 -4.1822 3.4501 2.6412  0.00
H24 -2.6574 1.7963 1.6852  0.00

Entry 2:
Here is a molecular structure, C21H24IrN2O3SSi from the OMol25 dataset. Energies are from ωB97M-V/def2-TZVPD.

## Properties
charge	+1
2S+1	5
largest force on an atom	0.0271	hartree/bohr
energy above the lowest of the compared OMol25 structures with the same formula, charge and spin	0.314	eV
gap between HOMO and LUMO (spin up / spin down)	0.294 / 0.277	Ha
molecular weight	604.80	g/mol

Each line ends with the Mulliken spin population.
Element x y z (Å)
Ir1 0.3162 0.1883 0.2463  1.82
O1 -0.7875 0.1024 1.7879  0.27
N1 -0.2174 -1.1242 1.9100  0.54
N2 -0.9777 -2.0228 1.1445  0.43
O2 -0.9568 -1.7612 -0.1200  0.46
C1 -1.7044 -3.0454 1.7149  -0.08
C2 -1.5341 -3.3434 3.0764  0.14
C3 -2.2909 -4.3462 3.6441  -0.07
C4 -3.2117 -5.0512 2.8755  0.14
C5 -3.3618 -4.7624 1.5228  -0.06
C6 -2.6120 -3.7690 0.9301  0.12
H1 -0.8082 -2.7828 3.6477  0.01
H2 -2.1593 -4.5863 4.6900  0.00
H3 -3.8155 -5.8230 3.3330  0.01
H4 -4.0783 -5.3140 0.9296  0.00
H5 -2.7109 -3.5233 -0.1176  0.01
C7 -0.2684 3.5740 0.2446  0.05
Si1 -0.9197 2.0489 -0.6673  0.16
C8 -2.7532 1.7756 -0.3454  0.00
C9 -0.6396 2.1744 -2.5318  0.02
H6 -0.8111 4.4509 -0.1194  0.01
H7 0.7973 3.7451 0.0801  -0.02
H8 -0.4404 3.4942 1.3188  -0.01
H9 -3.3136 2.6422 -0.7042  0.00
H10 -2.9631 1.6475 0.7170  0.00
H11 -3.1167 0.8935 -0.8746  0.00
H12 -1.2064 3.0348 -2.8963  0.01
H13 -1.0118 1.2851 -3.0424  0.00
H14 0.4052 2.3187 -2.8065  -0.01
O3 1.9161 0.2117 -1.0490  0.06
S1 2.7580 1.3845 -1.5716  -0.01
C10 4.1500 0.5559 -2.3429  0.01
C11 4.3117 -0.8111 -2.2088  0.00
C12 5.3999 -1.4132 -2.8228  0.00
C13 6.2936 -0.6486 -3.5590  0.00
C14 6.1095 0.7222 -3.6888  0.00
C15 5.0253 1.3350 -3.0838  0.00
C16 3.5863 2.0345 -0.1176  0.00
C17 3.9647 1.1761 0.9028  0.02
C18 4.6175 1.7018 2.0052  0.00
C19 4.8881 3.0637 2.0692  0.00
C20 4.4995 3.9105 1.0408  0.00
C21 3.8344 3.3969 -0.0626  0.00
H15 3.5941 -1.3897 -1.6422  0.00
H16 5.5425 -2.4811 -2.7301  0.00
H17 7.1348 -1.1256 -4.0437  0.00
H18 6.8044 1.3116 -4.2709  0.00
H19 4.8677 2.4034 -3.1794  0.00
H20 3.7576 0.1150 0.8317  -0.01
H21 4.9190 1.0467 2.8110  0.00
H22 5.4040 3.4666 2.9304  0.00
H23 4.7026 4.9707 1.1026  0.00
H24 3.5136 4.0475 -0.8680  0.00

Entry 3:
Here is C21H24N2O2 in the gas phase from the OMol25 dataset. Energies are from ωB97M-V/def2-TZVPD.

## Properties
charge	0
largest force on an atom	0.0121	hartree/bohr
structure (SMILES)	CC(=O)c1ccc(N2CCN(C(=O)CCc3ccccc3)CC2)cc1
energy above the lowest of the compared OMol25 structures with the same formula, charge and spin	1.509	eV
gap between HOMO and LUMO	0.314	Ha
molecular weight	336.44	g/mol

Each line ends with the Mulliken charge.
Element x y z (Å)
C1 -7.0564 2.0825 2.7002  -1.39
C2 -5.8629 1.6829 3.5389  1.13
O1 -5.9554 1.5560 4.7432  -0.62
C3 -4.5888 1.4587 2.8322  0.17
C4 -4.4391 1.5362 1.4460  -0.84
C5 -3.2175 1.3190 0.8528  -0.68
C6 -2.0757 1.0183 1.6125  1.15
C7 -2.2311 0.9377 3.0042  -0.31
C8 -3.4559 1.1514 3.5901  -1.17
H1 -3.5632 1.0999 4.6634  0.43
H2 -1.3822 0.7351 3.6382  0.36
N1 -0.8736 0.7668 0.9934  0.29
C9 0.2298 0.1332 1.6732  -0.97
H3 0.9456 0.8797 2.0517  0.21
H4 -0.1400 -0.4629 2.5068  0.54
C10 0.9550 -0.8091 0.6949  -0.79
N2 1.3799 -0.0885 -0.4778  0.33
C11 2.6467 0.2277 -0.8507  0.80
O2 2.8579 1.0182 -1.7502  -0.68
C12 3.7890 -0.4925 -0.1548  -1.05
H5 4.6998 0.0231 -0.4629  0.47
C13 3.8677 -1.9601 -0.6125  -1.09
C14 3.8197 -2.0312 -2.1140  0.48
C15 2.6287 -2.3109 -2.7692  -0.02
C16 2.5697 -2.3207 -4.1511  -0.83
C17 3.7042 -2.0495 -4.8953  -0.39
C18 4.8973 -1.7723 -4.2506  -0.65
C19 4.9532 -1.7629 -2.8690  -0.22
H6 5.8863 -1.5427 -2.3699  0.39
H7 5.7860 -1.5587 -4.8263  0.37
H8 3.6583 -2.0520 -5.9743  0.38
H9 1.6350 -2.5372 -4.6480  0.38
H10 1.7386 -2.5226 -2.1925  0.34
H11 4.8011 -2.3914 -0.2434  0.48
H12 3.0379 -2.5330 -0.1944  0.42
H13 3.7087 -0.4275 0.9313  0.34
C20 0.2677 0.5554 -1.1465  -0.87
H14 -0.4327 -0.2134 -1.4902  0.27
C21 -0.4330 1.5023 -0.1727  -0.87
H15 0.2848 2.2794 0.1334  0.24
H16 -1.2735 1.9908 -0.6596  0.49
H17 0.6642 1.1028 -2.0024  0.54
H18 0.2552 -1.5959 0.3862  0.14
H19 1.7975 -1.2717 1.2032  0.52
H20 -3.1513 1.3588 -0.2237  0.36
H21 -5.2861 1.7547 0.8144  0.32
H22 -7.2931 1.2945 1.9885  0.36
H23 -6.8427 2.9973 2.1521  0.38
H24 -7.9115 2.2439 3.3516  0.35

Entry 4:
Here is a molecular structure, C21H24N2O2 from the OMol25 dataset. Energies are from ωB97M-V/def2-TZVPD.

## Properties
charge	0
largest force on an atom	0.3607	hartree/bohr
energy above the lowest of the compared OMol25 structures with the same formula, charge and spin	21.409	eV
gap between HOMO and LUMO	0.273	Ha
molecular weight	336.44	g/mol

Each line ends with the Mulliken charge.
Element x y z (Å)
C1 -5.3510 -1.4416 0.6852  -1.42
H1 -6.3076 -1.2717 0.7673  0.47
H2 -5.1125 -2.3836 0.2588  0.34
H3 -4.8154 -1.3393 1.5138  0.48
C2 -4.8385 -0.6715 -0.6267  -1.13
C3 -3.4516 -0.8082 -0.6532  1.17
C4 -3.0159 -1.6228 -1.5810  -0.95
C5 -1.5858 -1.7241 -2.0388  -1.33
C6 -0.6715 -1.1950 -1.1587  0.08
C7 -1.0066 -0.4559 -0.0190  0.73
C8 -2.4941 0.0033 0.1767  -1.12
N1 -2.7162 0.6778 1.1724  0.10
C9 -1.3863 0.6756 1.7055  -0.76
C10 -0.3770 0.3784 1.1066  0.96
C11 0.9878 0.4784 1.3203  0.32
O1 1.2163 0.8292 2.6994  -0.70
C12 2.1319 0.1552 0.4465  1.08
N2 1.8021 0.9354 -0.7886  -0.36
H4 1.0393 0.8218 -1.3023  0.31
C13 1.9428 2.4747 -0.7657  -0.50
H5 1.9326 2.7251 -2.0260  0.26
H6 2.8199 2.7894 -0.2906  0.28
C14 0.8524 3.3111 -0.0887  0.00
O2 0.9041 4.6475 -0.0657  -0.56
C15 0.6285 5.3067 -1.7347  -0.64
H7 0.6825 6.2390 -1.3698  0.32
H8 -0.3429 4.5969 -1.8269  0.28
H9 1.4088 5.0564 -2.2943  0.30
H10 0.8292 2.9468 1.0370  0.12
H11 -0.0889 2.8259 -0.4550  0.19
C16 2.4136 -1.0384 0.1092  -0.70
C17 2.9861 -1.5669 -1.1503  -1.01
C18 3.3506 -2.8322 -1.2279  -0.82
C19 2.9938 -3.9534 -0.3129  -0.98
C20 2.3821 -3.5055 0.8983  -0.35
C21 2.1532 -1.9053 1.1585  -0.99
H12 1.6757 -1.8081 1.8799  1.11
H13 2.1794 -4.1569 1.9142  0.23
H14 3.2322 -4.8214 -0.4501  0.79
H15 3.6800 -3.0380 -2.0775  0.66
H16 3.3257 -0.8670 -1.6038  0.91
H17 2.8614 0.8467 1.0622  0.26
H18 -1.4026 1.4183 2.7294  0.15
H19 -3.5483 0.7580 1.6535  0.25
H20 0.3193 -1.3897 -1.2781  0.54
H21 -1.0895 -2.4344 -2.7492  0.31
H22 -3.5491 -2.0344 -2.4010  0.42
H23 -4.9095 0.3952 -0.1340  0.23
H24 -5.3790 -0.5742 -1.5092  0.63

Entry 5:
Here is C21H24N4O5S2 in the gas phase from the OMol25 dataset. Energies are from ωB97M-V/def2-TZVPD.

## Properties
charge	0
largest force on an atom	0.0212	hartree/bohr
structure (SMILES)	COCCN(CCOC)S(=O)(=O)c1ccc(C(=O)Nc2nc(-c3ccncc3)cs2)cc1
energy above the lowest of the compared OMol25 structures with the same formula, charge and spin	0.396	eV
gap between HOMO and LUMO	0.301	Ha
molecular weight	476.58	g/mol

Each line ends with the Mulliken charge.
Element x y z (Å)
C1 5.6045 -2.5806 3.2235  -0.75
H1 5.3713 -3.6000 3.5251  0.27
O1 4.5860 -2.1883 2.3347  -0.28
C2 4.6964 -0.8583 1.8709  -0.30
C3 5.7162 -0.6716 0.7245  -0.70
N1 5.1500 -0.6112 -0.5962  0.19
S1 4.7508 0.8625 -1.2376  1.33
O2 4.8145 0.7461 -2.6646  -0.73
O3 5.5691 1.8401 -0.5808  -0.75
C4 3.0402 1.1708 -0.7908  0.10
C5 2.7454 1.6966 0.4517  -0.48
C6 1.4225 1.8682 0.8136  -0.96
C7 0.4027 1.5035 -0.0652  0.63
C8 0.7201 1.0192 -1.3336  -0.46
C9 2.0447 0.8548 -1.6938  -0.79
H2 2.3249 0.4886 -2.6677  0.54
H3 -0.0546 0.7938 -2.0519  0.52
C10 -0.9947 1.6709 0.4067  0.45
O4 -1.3267 2.4725 1.2576  -0.73
N2 -1.9121 0.8247 -0.1570  -0.07
C11 -3.2310 0.8391 0.2155  0.44
N3 -4.1071 0.0301 -0.2648  -0.54
C12 -5.3426 0.2546 0.2771  -0.05
C13 -5.3685 1.2716 1.1921  -0.60
S2 -3.8137 1.9803 1.4006  -0.04
H4 -6.2029 1.6393 1.7521  0.34
C14 -6.4599 -0.5762 -0.1487  0.93
C15 -6.2569 -1.5869 -1.0903  -0.23
C16 -7.3333 -2.3651 -1.4755  -0.42
N4 -8.5580 -2.2081 -1.0000  -0.64
C17 -8.7526 -1.2507 -0.1086  -0.34
C18 -7.7525 -0.4115 0.3507  -0.52
H5 -7.9762 0.3509 1.0795  0.28
H6 -9.7674 -1.1538 0.2557  0.38
H7 -7.2150 -3.1583 -2.2027  0.37
H8 -5.2721 -1.7437 -1.4989  0.46
H9 -1.6439 0.1241 -0.8329  0.26
H10 1.1529 2.2756 1.7764  0.48
H11 3.5535 1.9759 1.1089  0.59
C19 4.7247 -1.7963 -1.2887  -0.99
C20 3.5675 -2.5459 -0.6229  -0.58
O5 2.4726 -1.6679 -0.4517  0.00
C21 1.4412 -2.2328 0.3179  -0.67
H12 0.6851 -1.4593 0.4417  0.08
H13 0.9996 -3.1013 -0.1859  0.30
H14 1.8101 -2.5457 1.3015  0.28
H15 3.2769 -3.3942 -1.2620  0.46
H16 3.8817 -2.9369 0.3532  0.43
H17 4.4332 -1.4605 -2.2842  0.38
H18 5.5710 -2.4877 -1.3822  0.38
H19 6.4457 -1.4878 0.7487  0.41
H20 6.2431 0.2749 0.8538  0.24
H21 4.9609 -0.2035 2.7119  0.43
H22 3.7017 -0.5849 1.5115  0.05
H23 6.5937 -2.5608 2.7544  0.30
H24 5.6219 -1.9336 4.1084  0.31

Entry 6:
Here is C21H24N6O4 in the gas phase from the OMol25 dataset. Energies are from ωB97M-V/def2-TZVPD.

## Properties
charge	0
largest force on an atom	0.3827	hartree/bohr
structure (SMILES)	COCCCNC(=O)Cn1nnc(-c2ccc(NC(=O)c3ccccc3OC)cc2)n1
energy above the lowest of the compared OMol25 structures with the same formula, charge and spin	23.034	eV
gap between HOMO and LUMO	0.277	Ha
molecular weight	424.46	g/mol

Each line ends with the Mulliken charge.
Element x y z (Å)
C1 0.9489 3.6284 0.9538  -0.72
H1 1.8312 3.0419 0.5461  0.25
O1 0.2370 2.9299 1.7711  -0.37
C2 0.9376 2.8069 3.0571  -0.07
C3 0.0328 2.3121 4.0069  -0.57
H2 -0.8768 2.8291 4.3829  0.37
H3 -0.5143 1.2534 3.8087  0.19
C4 0.8314 1.7934 5.3695  -1.11
N1 1.8946 0.8293 5.2049  -0.01
C5 3.0454 1.2097 5.1236  0.48
O2 3.5987 2.0843 5.5728  -0.54
C6 4.2165 0.0719 4.6827  -0.86
N2 3.4595 -0.5200 3.5503  -0.22
N3 3.6511 -2.1171 3.5340  -0.64
N4 3.0893 -2.3533 2.4470  -0.14
C7 2.3355 -1.3437 2.0853  -0.02
N5 2.5745 -0.1321 2.6640  0.09
C8 1.4873 -1.3435 0.8711  0.92
C9 1.4997 -2.6198 -0.0926  -1.28
C10 0.5867 -2.6557 -0.9915  -0.62
C11 -0.0128 -1.3928 -1.4555  0.41
C12 -0.0119 -0.4041 -0.4971  -0.54
C13 0.8317 -0.3623 0.4618  0.18
H4 0.8027 0.5549 1.1700  -0.14
H5 -0.3139 0.5426 -1.0860  0.15
N6 -0.9620 -1.4389 -2.6296  0.00
C14 -1.3452 -2.2399 -3.4331  0.87
O3 -0.7137 -3.6629 -3.4179  -0.78
C15 -2.2595 -2.0217 -4.4021  0.16
C16 -2.3853 -2.9726 -5.5406  -0.53
C17 -3.0411 -2.8699 -6.6797  -0.69
C18 -3.7924 -1.5585 -6.7607  -0.44
C19 -3.8298 -0.7394 -5.7362  -0.57
C20 -3.0171 -0.7331 -4.6097  0.50
O4 -2.9204 0.1328 -3.5833  -0.42
C21 -3.6875 1.0013 -3.6687  -1.24
H6 -4.6770 0.9854 -3.7709  0.50
H7 -3.7036 1.6211 -2.5870  0.20
H8 -3.4967 1.8013 -4.4846  0.43
H9 -4.3803 0.0718 -5.6615  0.65
H10 -4.7388 -1.4937 -7.5415  0.19
H11 -3.2510 -3.6714 -7.1724  0.52
H12 -1.6898 -3.8118 -5.3535  0.39
H13 -1.4747 -0.3958 -2.6327  0.35
H14 0.6921 -3.4709 -1.6163  0.54
H15 1.9265 -3.3695 0.1904  0.77
H16 4.8155 0.6613 4.2366  0.54
H17 4.1760 -0.4892 5.3853  0.55
H18 1.6156 -0.1277 4.7309  0.32
H19 0.0620 1.2863 6.2626  0.26
H20 1.2239 2.6184 5.8021  0.55
H21 1.3856 3.6996 3.4937  0.51
H22 1.8356 2.0762 2.6903  0.09
H23 0.2563 3.8320 0.0776  0.23
H24 1.2146 4.6360 1.2718  0.35